No. 1
Computed, not measured: a structure of composition C3H10N2O at a distorted geometry, with ωB97M-V/def2-TZVPD.

```
! wB97M-V def2-TZVPD RIJCOSX def2/J DEFGRID3
* xyz 0 1
C -0.22 0.34 0.16
C -0.40 -1.15 0.23
C -0.13 0.85 -1.27
N -1.25 0.98 0.97
N 1.08 0.45 0.81
O 1.38 -1.88 0.18
H 1.68 -2.02 -0.73
H -0.93 1.92 1.20
H -2.12 1.07 0.46
H 0.93 0.45 1.82
H 1.66 -0.71 0.48
H -0.69 -1.73 -0.64
H -0.68 -1.53 1.20
H -1.07 0.70 -1.80
H 0.10 1.92 -1.26
H 0.66 0.34 -1.82
*
```

Lowest unoccupied orbital energy: 0.36 eV
Energy above the lowest of the compared OMol25 structures with the same formula, charge and spin: 85.3 kcal per mole
Calculated total energy: -304.938636 Ha
E_HOMO: -8.1 eV
Frontier orbital gap: 0.3123 hartree

Here are the natural (NBO) charges for atoms 1 to 6, given in e:
1 C 0.143
2 C 0.041
3 C -0.618
4 N -0.838
5 N -0.928
6 O -0.844

***

No. 2
Computed, not measured: a structure of composition C9H19AlO11P at a distorted geometry, with ωB97M-V/def2-TZVPD.

```
! wB97M-V def2-TZVPD RIJCOSX def2/J DEFGRID3
* xyz -1 1
Al -15.48 11.33 26.81
P -16.13 7.18 28.31
O -16.03 5.63 28.53
O -15.90 8.25 29.40
O -17.25 7.68 27.44
O -14.89 7.34 27.36
C -15.81 16.68 24.07
O -15.57 15.73 25.02
H -16.18 16.20 23.17
H -16.39 17.52 24.46
H -14.93 17.26 23.78
C -17.21 13.37 18.41
C -16.98 12.81 19.77
O -16.93 11.35 19.74
C -16.61 10.62 20.82
O -16.44 11.06 22.00
O -16.60 9.33 20.54
C -16.32 8.45 21.64
H -18.09 12.93 17.93
H -16.32 13.22 17.79
H -17.41 14.44 18.51
H -17.77 13.30 20.35
H -16.03 13.11 20.22
H -16.03 9.00 22.54
H -15.42 7.88 21.41
H -17.04 7.65 21.82
C -11.50 13.86 21.47
C -10.31 13.72 22.47
O -9.79 12.45 22.78
C -10.49 11.56 23.49
O -11.63 11.75 24.01
O -9.82 10.43 23.66
C -10.40 9.23 24.23
H -12.45 13.49 21.85
H -11.27 13.45 20.48
H -11.69 14.91 21.23
H -10.62 14.19 23.41
H -9.51 14.37 22.11
H -11.24 8.83 23.66
H -10.78 9.27 25.25
H -9.69 8.42 24.11
*
```

Lowest unoccupied orbital energy: -1.46 eV
Energy above the lowest of the compared OMol25 structures with the same formula, charge and spin: 207.6 kcal per mole
Calculated total energy: -1765.540078 Ha
E_HOMO: -3.1 eV
Frontier orbital gap: 0.0591 hartree

Here are the natural (NBO) charges for atoms 1 to 6, given in e:
1 Al 0.961
2 P 2.359
3 O -1.127
4 O -0.833
5 O -0.799
6 O -0.684

***

No. 3
Computed, not measured: a cluster of 2 separate species, C9H17N3O in total at a distorted geometry, with ωB97M-V/def2-TZVPD.

```
! wB97M-V def2-TZVPD RIJCOSX def2/J DEFGRID3
* xyz 0 1
C 0.03 0.06 -1.27
C -1.45 0.44 -1.46
N -1.71 1.89 -1.56
C -1.20 2.66 -2.74
C -1.92 2.68 -0.46
C -2.16 2.03 0.89
O -1.97 3.90 -0.56
H 0.36 0.43 -0.30
H 0.43 0.62 -2.12
H 0.05 -1.04 -1.28
H -1.64 0.07 -2.50
H -2.37 -0.02 -1.10
H -0.13 2.48 -2.87
H -1.85 2.25 -3.50
H -1.72 3.63 -2.64
H -1.72 2.72 1.63
H -3.21 1.84 1.04
H -1.58 1.11 0.98
C 3.42 -1.16 1.11
C 2.45 -2.21 1.57
C 1.53 -2.13 2.56
N 0.62 -3.15 2.42
C 0.89 -3.69 1.18
N 1.99 -3.20 0.69
H 4.43 -1.35 1.50
H 3.11 -0.17 1.46
H 3.63 -1.16 0.05
H 1.48 -1.59 3.50
H -0.03 -3.53 3.09
H 0.26 -4.40 0.67
*
```

SMILES string: CCN(C)C(C)=O.Cc1c[nH]cn1
Lowest unoccupied orbital energy: 0.63 eV
Energy above the lowest of the compared OMol25 structures with the same formula, charge and spin: 28.9 kcal per mole
Calculated total energy: -592.593869 Ha
E_HOMO: -8.8 eV
Frontier orbital gap: 0.3466 hartree

Here are the natural (NBO) charges for atoms 1 to 6, given in e:
1 C -0.619
2 C -0.238
3 N -0.448
4 C -0.448
5 C 0.679
6 C -0.710

***

No. 4
Computed, not measured: a structure of composition C26H58OP4Tl at a distorted geometry, with ωB97M-V/def2-TZVPD.

```
! wB97M-V def2-TZVPD RIJCOSX def2/J DEFGRID3
* xyz 3 1
Tl 0.36 0.37 0.16
P 0.63 -1.51 -1.14
P 2.61 0.31 0.72
P -1.70 0.77 -0.83
H 1.93 2.49 -0.93
C 0.88 2.30 -0.72
C 0.41 2.48 0.64
H 1.12 2.78 1.41
C 1.28 -1.35 -2.88
C 1.75 -2.89 -0.59
C -0.81 -2.63 -1.53
C 3.35 1.79 1.55
C 3.37 -0.97 1.82
C 3.78 0.21 -0.71
C -2.51 2.42 -0.56
C -3.20 -0.28 -0.49
C -1.74 0.77 -2.68
H 0.26 2.66 -1.54
H -0.56 2.96 0.80
H 1.36 -2.32 -3.38
H 2.26 -0.86 -2.86
H 0.61 -0.70 -3.45
H 1.74 -3.71 -1.31
H 1.42 -3.25 0.39
H 2.78 -2.54 -0.48
H -0.48 -3.49 -2.12
H -1.57 -2.10 -2.10
H -1.26 -2.98 -0.60
H 4.42 1.62 1.70
H 2.87 1.95 2.52
H 3.21 2.69 0.94
H 4.45 -1.01 1.66
H 2.94 -1.96 1.64
H 3.18 -0.70 2.86
H 4.82 0.37 -0.38
H 3.51 0.98 -1.44
H 3.72 -0.76 -1.19
H -3.44 2.46 -1.14
H -1.84 3.22 -0.90
H -2.73 2.57 0.50
H -4.03 0.03 -1.13
H -3.50 -0.15 0.55
H -2.98 -1.33 -0.66
H -2.72 1.10 -3.05
H -1.54 -0.23 -3.06
H -0.96 1.44 -3.04
C -0.67 0.37 -7.42
C 0.01 0.78 -8.57
C 0.18 2.14 -8.83
C -0.32 3.10 -7.94
C -1.00 2.68 -6.80
C -1.18 1.32 -6.53
O -0.88 -0.95 -7.11
H -0.48 -1.50 -7.81
H 0.40 0.04 -9.26
H 0.71 2.45 -9.72
H -0.18 4.15 -8.15
H -1.40 3.41 -6.10
H -1.71 0.99 -5.64
C 1.17 -2.92 3.57
C -0.20 -2.28 3.76
C -0.52 -2.38 5.26
P -0.31 -0.61 2.88
C -2.14 -0.56 2.68
C -3.07 -1.18 3.73
C -2.54 0.92 2.55
C 0.25 0.66 4.20
C -0.65 0.81 5.46
C 1.67 0.53 4.76
H 1.98 -2.32 4.03
H 1.35 -3.05 2.50
H 1.20 -3.94 4.01
H -0.89 -2.96 3.21
H 0.28 -1.92 5.87
H -1.49 -1.99 5.57
H -0.53 -3.45 5.56
H -2.29 -1.18 1.78
H -3.01 -0.67 4.71
H -4.12 -1.08 3.39
H -2.91 -2.27 3.85
H -1.84 1.39 1.87
H -3.60 1.06 2.26
H -2.45 1.50 3.47
H 0.17 1.65 3.69
H -0.58 -0.01 6.18
H -0.32 1.71 6.03
H -1.71 0.98 5.27
H 2.43 0.69 4.03
H 1.88 1.33 5.50
H 1.84 -0.44 5.27
*
```

Lowest unoccupied orbital energy: -11.28 eV
Energy above the lowest of the compared OMol25 structures with the same formula, charge and spin: 3.9 kcal per mole
Calculated total energy: -2637.409585 Ha
E_HOMO: -13.9 eV
Frontier orbital gap: 0.0958 hartree

Here are the Mulliken charges for atoms 1 to 6, given in e:
1 Tl 3.517
2 P 0.007
3 P -0.049
4 P -0.328
5 H 0.345
6 C -1.124

***

No. 5
Computed, not measured: an isolated molecule of C5H8 at a distorted geometry, with ωB97M-V/def2-TZVPD.

```
! wB97M-V def2-TZVPD RIJCOSX def2/J DEFGRID3
* xyz 0 1
C 1.53 -1.85 -0.02
C 0.44 -1.17 0.31
C -0.09 -0.11 -0.64
C -0.36 1.45 -0.06
C -1.37 1.73 0.68
H 1.85 -2.63 0.45
H 2.07 -1.59 -0.94
H -0.23 -1.37 1.06
H 0.62 0.18 -1.48
H -1.09 -0.51 -0.97
H 0.40 2.21 -0.26
H -1.66 2.68 0.95
H -2.12 0.97 0.95
*
```

SMILES string: C=CCC=C
Lowest unoccupied orbital energy: 1.26 eV
Energy above the lowest of the compared OMol25 structures with the same formula, charge and spin: 47.4 kcal per mole
Calculated total energy: -195.216523 Ha
E_HOMO: -9.6 eV
Frontier orbital gap: 0.3995 hartree

Here are the natural (NBO) charges for atoms 1 to 6, given in e:
1 C -0.371
2 C -0.167
3 C -0.459
4 C -0.155
5 C -0.408
6 H 0.180

***

No. 6
Computed, not measured: a structure of composition C6H9N2O2 at a distorted geometry, with ωB97M-V/def2-TZVPD.

```
! wB97M-V def2-TZVPD RIJCOSX def2/J DEFGRID3
* xyz 0 2
C 0.69 -2.34 2.82
C 0.33 -1.74 -0.59
C -0.07 -0.53 1.18
C 0.35 -1.87 1.55
N -0.09 -0.42 -0.20
N 0.46 -2.61 0.40
H -0.60 0.47 -1.26
H 0.45 -1.91 -1.63
H -0.26 0.38 1.64
H -0.18 -2.17 3.55
H 1.59 -1.84 3.23
H 0.83 -3.42 2.94
C -0.03 2.87 -1.62
C -1.16 2.26 -2.33
O -1.39 1.02 -2.01
O -1.90 2.87 -3.09
H 0.40 3.47 -2.43
H 0.72 2.09 -1.39
H -0.13 3.43 -0.77
*
```

Lowest unoccupied orbital energy (alpha / beta): 0.35 / -3.19 eV
Energy above the lowest of the compared OMol25 structures with the same formula, charge and spin: 27.9 kcal per mole
Calculated total energy: -493.933501 Ha
E_HOMO (alpha / beta): -9.1 / -9.1 eV
<S²>: 0.763
Frontier orbital gap (alpha / beta): 0.3474 / 0.2171 hartree

Here are the natural (NBO) charges for atoms 1 to 6, given in e:
1 C -0.691
2 C 0.314
3 C 0.059
4 C 0.267
5 N -0.524
6 N -0.484

***

Which formula does entry 4 have? C26H58OP4Tl

***

Among the records above, which one has the lowest calculated total energy? C26H58OP4Tl

***

Look up the energy above the lowest of the compared OMol25 structures with the same formula, charge and spin of the sixth one. 27.9 kcal per mole

***

calculated total energy of number 5 (C5H8)? -195.216523 Ha